1.
# C5H4NO5Pr

C5H4NO5Pr as an isolated structure (ωB97M-V/def2-TZVPD, the Open Molecules 2025 dataset).

The geometry in XYZ format:
```
16
Properties=species:S:1:pos:R:3:forces:R:3:mulliken_charge:R:1
O 0.893 0.980 -3.702 -1.0 -0.9 5.0 -0.060
C 0.688 0.773 -2.580 1.8 0.9 -6.5 0.279
Pr 0.164 0.262 -0.133 2.4 -0.1 0.7 1.151
O -2.308 1.729 -2.554 3.0 -2.2 3.3 -0.061
C -1.604 1.219 -1.791 -4.3 2.4 -3.4 0.243
C -1.674 -0.531 1.355 -5.0 -2.3 4.5 0.303
O -2.473 -0.920 2.096 3.6 1.7 -3.4 -0.040
C 1.159 -2.080 0.397 0.6 -0.8 2.2 -0.139
O 1.176 -2.604 1.494 -0.4 1.3 -2.3 -0.329
C -0.879 -1.880 -0.959 -2.2 -4.3 -1.5 0.166
O -1.331 -2.915 -1.236 1.9 4.0 1.1 -0.117
H 2.005 -2.351 -0.337 -0.6 0.2 0.1 0.396
N 0.937 1.905 1.773 0.4 0.0 -0.3 -0.782
H 1.951 1.878 1.936 -0.2 -0.3 0.2 0.336
H 0.500 1.633 2.662 0.2 0.6 -0.2 0.330
H 0.796 2.903 1.580 -0.4 -0.3 0.4 0.323
```
Forces are in eV/Å.

- E_HOMO (spin up / spin down) (eV) = -15.63 / -15.96
- multiplicity = 3
- gap between HOMO and LUMO (spin up / spin down) (eV) = 5.7 / 6.1
- ΔE to the lowest compared entry with this formula, charge and spin (kcal/mol) = 16.1
- net charge = +2



2.
# C7H10O

C7H10O as an isolated structure (ωB97M-V/def2-TZVPD, the Open Molecules 2025 dataset).

The geometry in XYZ format:
```
18
Properties=species:S:1:pos:R:3:forces:R:3:nbo_charge:R:1
C 0.778 1.053 -0.114 -1.7 5.1 1.9 -0.405
C 0.608 -0.127 -0.960 1.5 -1.2 -2.7 -0.317
C 1.295 -0.916 0.063 -1.5 -5.8 0.5 -0.406
C 0.007 -0.859 1.106 3.4 1.6 1.3 0.084
C -0.917 -0.656 -0.859 -1.7 0.5 1.4 0.074
C -1.639 0.632 -0.046 -0.3 -1.3 -2.6 -0.438
C -0.307 0.723 0.965 -1.4 0.5 -2.3 -0.264
H 1.774 1.200 0.577 -2.2 0.3 -2.6 0.212
H 0.364 1.988 -0.532 1.1 0.2 0.0 0.209
H 1.232 -0.229 -1.944 -1.8 0.6 1.4 0.233
H 2.084 -0.329 0.407 1.9 -0.9 0.5 0.200
H 1.523 -1.968 -0.439 -0.2 1.6 2.1 0.206
H 0.249 -1.067 2.231 -1.1 -0.7 -2.3 0.220
H -1.454 -1.256 -1.765 1.4 1.8 2.3 0.238
H -1.576 1.352 -0.945 -0.5 0.0 2.0 0.200
H -2.869 0.374 0.222 4.1 0.8 -0.4 0.244
H -0.231 1.596 1.694 -0.7 -1.9 -0.2 0.241
O -0.922 -1.512 0.339 -0.3 -1.1 -0.5 -0.531
```
Forces are in eV/Å.

- E_HOMO (eV) = -9.09
- gap between HOMO and LUMO (eV) = 10.0
- ΔE to the lowest compared entry with this formula, charge and spin (kcal/mol) = 125.2
- net charge = 0